A 2-piece molecular cluster, C9H14N4 overall at a distorted geometry. Source: the OMol25 dataset; level of theory: ωB97M-V/def2-TZVPD.

Calculated values
**Multiplicity**: 2
**Maximum force**: 0.079 Eh/bohr
**ΔE to the lowest compared entry with this formula, charge and spin**: 37.69 kcal/mol
**Orbital gap (spin up / spin down)**: 2.4 / 8.6 eV
**Charge**: -1
**E**: -15517.478 eV

CARTESIAN COORDINATES (ANGSTROEM)
C  2.4342  4.1390  2.1890
C  1.9435  1.4193  -0.0612
C  1.9400  3.1777  1.1420
C  0.5786  2.9445  0.7588
N  2.7102  2.0998  0.7948
N  0.5583  1.8430  -0.0372
H  2.3100  0.6743  -0.7484
H  -0.2565  1.4350  -0.7221
H  -0.2960  3.5393  1.2039
H  2.7605  3.6133  3.0660
H  1.6281  4.9398  2.3779
H  3.3364  4.8053  1.9457
C  -0.3309  -0.9254  -1.1754
C  0.6724  -1.5178  -2.1895
C  -1.4070  -1.9245  -0.6431
C  -2.4661  -2.4385  -1.3456
C  -2.3339  -3.3169  0.7831
N  -1.3961  -2.3879  0.6533
N  -3.0841  -3.3560  -0.4433
H  0.2203  -0.6116  -0.3203
H  -0.7401  -0.0205  -1.6663
H  0.4204  -2.5374  -2.5346
H  -3.0314  -2.2811  -2.3089
H  -2.4776  -3.8930  1.7079
H  -3.9253  -3.7987  -0.6401
H  1.6675  -1.5346  -1.7577
H  0.6792  -1.0664  -3.1238

C7H3FI2NO4ReSe4 as an isolated structure at a distorted geometry. Source: the OMol25 dataset; level of theory: ωB97M-V/def2-TZVPD.

Calculated values
**Multiplicity**: 4
**Maximum force**: 0.025 Eh/bohr
**ΔE to the lowest compared entry with this formula, charge and spin**: 4.68 kcal/mol
**Orbital gap (spin up / spin down)**: 5.3 / 5.4 eV
**Charge**: -1
**E**: -299427.635 eV

CARTESIAN COORDINATES (ANGSTROEM)
Re  -0.1221  0.2028  0.2011
Se  -1.2325  1.5476  1.9560
Se  -3.4741  1.2025  1.3864
Se  -3.3173  2.0501  -0.7565
Se  -1.8935  0.3792  -1.5932
O  6.1050  0.7862  3.3586
C  5.1562  0.1650  3.8687
O  5.1164  -0.5921  4.8573
C  3.8689  0.1560  3.0142
C  2.8207  -0.7067  3.3187
C  1.6890  -0.7287  2.5330
N  1.5666  0.0933  1.4809
C  2.5578  0.9591  1.1851
C  3.7200  1.0035  1.9163
C  2.2618  1.8578  0.0121
O  3.0844  2.5991  -0.4619
O  1.0208  1.7362  -0.4504
H  2.9283  -1.3473  4.1831
H  0.8514  -1.3924  2.7016
H  4.5199  1.6804  1.6510
I  1.3224  -1.0350  -1.9079
I  1.4025  -3.5801  -1.2676
F  -0.7093  -1.5319  0.8146

A 2-piece molecular cluster, C3H10NOS overall. Source: the OMol25 dataset; level of theory: ωB97M-V/def2-TZVPD.

Calculated values
**Maximum force**: 0.016 Eh/bohr
**ΔE to the lowest compared entry with this formula, charge and spin**: 37.35 kcal/mol
**Orbital gap**: 6.2 eV
**Charge**: -1
**E**: -17645.823 eV

CARTESIAN COORDINATES (ANGSTROEM)
C  -1.9403  -1.5341  1.0725
C  -0.6633  -1.6650  0.2435
S  -0.9821  -2.0533  -1.4924
H  -2.3712  -2.5059  1.3396
H  -2.6937  -1.0122  0.4853
H  -1.7967  -0.9646  1.9881
H  -0.1642  -0.6975  0.3121
H  0.0295  -2.4041  0.6486
H  -0.5466  -0.9208  -2.0403
N  2.4062  2.4882  -0.3807
C  1.2200  1.5633  -0.5677
O  0.4787  1.4323  0.5253
H  1.9756  3.4112  -0.3833
H  2.6204  2.3015  0.5969
H  0.6974  1.9534  -1.4791
H  1.7304  0.6077  -0.8680

A 2-piece molecular cluster, C3H11N2O overall at a distorted geometry. Source: the OMol25 dataset; level of theory: ωB97M-V/def2-TZVPD.

Calculated values
**Maximum force**: 0.108 Eh/bohr
**ΔE to the lowest compared entry with this formula, charge and spin**: 66.89 kcal/mol
**Orbital gap**: 9.5 eV
**Charge**: +1
**E**: -8308.892 eV

CARTESIAN COORDINATES (ANGSTROEM)
C  0.7947  1.3493  0.9207
C  -0.2322  0.3767  0.4057
C  -1.2582  -0.3724  0.9262
N  -2.1359  0.0422  1.9112
N  -0.1157  0.0559  -1.1146
H  0.7593  2.4692  0.6474
H  0.3326  1.4663  2.0123
H  1.8023  1.0456  1.0301
H  -1.5836  -1.3248  0.5481
H  -1.6553  0.3826  2.8151
H  -2.8200  -0.6450  2.1374
H  -0.9852  -0.3905  -1.2226
H  -0.1917  1.0074  -1.5483
H  0.7332  -0.5379  -1.5240
H  1.6802  -1.3935  -3.2182
H  2.8471  -2.0419  -2.4445
O  2.0284  -1.4895  -2.2822

C15H8Br2GaN3OSbSe4 as an isolated structure at a distorted geometry. Source: the OMol25 dataset; level of theory: ωB97M-V/def2-TZVPD.

Calculated values
**Maximum force**: 0.025 Eh/bohr
**ΔE to the lowest compared entry with this formula, charge and spin**: 4.10 kcal/mol
**Orbital gap**: 5.8 eV
**Charge**: -1
**E**: -482593.284 eV

CARTESIAN COORDINATES (ANGSTROEM)
Ga  0.6209  -1.3436  -1.2621
Br  -3.5614  -0.3435  -3.6005
C  -2.5484  1.0054  -2.7322
C  -2.9615  2.3353  -2.8211
C  -2.2191  3.3307  -2.2424
Br  -2.8148  5.1431  -2.3907
C  -1.0205  3.0443  -1.5619
C  -0.1524  3.9900  -0.9857
C  1.0052  3.5626  -0.3885
C  1.2870  2.1902  -0.3302
N  0.4846  1.2886  -0.8380
C  -0.6326  1.6839  -1.4622
C  -1.4004  0.6305  -2.0467
O  -0.9899  -0.5901  -1.9415
H  -3.8698  2.5741  -3.3531
H  -0.4056  5.0409  -1.0232
H  1.6999  4.2691  0.0379
H  2.1847  1.8197  0.1516
Se  3.5710  -3.7584  1.4624
Sb  3.6370  -3.4230  -0.9397
Se  -0.1229  -3.3207  -2.3036
Se  2.8921  -0.8539  -1.1709
Se  1.5204  -4.8752  -1.8130
N  0.1695  -2.2072  6.1820
C  0.2756  -2.1859  5.0409
C  0.3313  -2.0719  3.6336
C  0.4094  -3.1749  2.7891
C  0.3828  -2.9562  1.4215
N  0.2941  -1.7391  0.8917
C  0.2630  -0.6800  1.7022
C  0.2692  -0.7899  3.0706
H  0.5191  -4.1740  3.1783
H  0.4174  -3.7936  0.7319
H  0.2275  0.2852  1.2147
H  0.2377  0.0873  3.6987

One molecule with the formula C3H6O2S at a distorted geometry. Source: the OMol25 dataset; level of theory: ωB97M-V/def2-TZVPD.

Calculated values
**Maximum force**: 0.118 Eh/bohr
**ΔE to the lowest compared entry with this formula, charge and spin**: 91.93 kcal/mol
**Orbital gap**: 10.5 eV
**SMILES string**: C[C@H]1CS1(=O)=O
**Charge**: 0
**E**: -18134.961 eV

CARTESIAN COORDINATES (ANGSTROEM)
C  -1.1427  0.7985  0.5268
C  -0.2170  -0.3723  0.3928
C  0.2138  -0.7529  -1.0318
S  1.4405  0.0058  0.0495
O  2.5694  -0.8286  0.4543
O  1.8284  1.3628  -0.2077
H  -0.9888  1.5961  -0.0240
H  -1.2873  1.1206  1.5275
H  -2.1263  0.2761  0.3584
H  -0.7082  -1.2921  1.2017
H  0.4681  -1.7966  -1.3557
H  -0.0498  -0.1174  -1.8917

C2H13MnN2O8 as an isolated structure at a distorted geometry. Source: the OMol25 dataset; level of theory: ωB97M-V/def2-TZVPD.

Calculated values
**Multiplicity**: 6
**Maximum force**: 0.193 Eh/bohr
**Orbital gap (spin up / spin down)**: 7.9 / 7.9 eV
**Charge**: +1
**E**: -52962.236 eV

CARTESIAN COORDINATES (ANGSTROEM)
Mn  -0.4722  0.6308  0.4990
O  -1.6632  -3.3415  0.9516
C  -1.2964  -2.5107  0.0566
O  -1.1574  -1.3508  0.4367
O  -1.0991  -2.8567  -1.1018
H  -1.9059  -2.6197  1.5361
O  0.4403  2.5264  0.4292
H  0.5037  2.9857  -0.4082
H  0.7615  3.1570  1.0738
O  -2.1219  1.6354  -0.2642
H  -1.9806  2.4076  -0.8119
H  -3.0658  1.6231  -0.1058
O  -1.5027  0.8743  2.4093
H  -1.2610  1.3187  3.2219
H  -2.4500  0.7539  2.4741
O  1.1201  -0.0748  1.6656
H  1.5930  -0.8236  1.3025
H  1.6518  0.2066  2.4102
C  1.3877  -0.2501  -1.8352
O  0.5885  0.5113  -1.2982
N  2.5745  0.0484  -1.8326
N  1.1274  -1.4193  -2.3302
H  3.2384  -0.6955  -1.9939
H  2.8928  0.9968  -1.6932
H  1.8675  -1.9591  -2.7556
H  0.2290  -1.7746  -2.0358

C10H34BNOP2Sn as an isolated structure at a distorted geometry. Source: the OMol25 dataset; level of theory: ωB97M-V/def2-TZVPD.

Calculated values
**Multiplicity**: 2
**Maximum force**: 0.068 Eh/bohr
**ΔE to the lowest compared entry with this formula, charge and spin**: 25.08 kcal/mol
**Orbital gap (spin up / spin down)**: 8.0 / 4.3 eV
**Charge**: +3
**E**: -39512.581 eV

CARTESIAN COORDINATES (ANGSTROEM)
Sn  -0.5966  0.2594  -0.0827
H  -2.3186  -1.9935  -1.7794
H  -0.0869  -2.0018  -1.1268
P  0.4086  1.1873  -2.3144
P  -1.1025  -1.0157  2.1458
C  -2.3619  0.0599  2.9022
H  -2.7353  -0.4348  3.8084
H  -1.9217  1.0305  3.1570
H  -3.1840  0.2307  2.1999
C  -1.9169  -2.6201  1.8664
H  -1.1856  -3.3879  1.5843
H  -2.4010  -2.9203  2.8037
H  -2.6600  -2.5541  1.0637
C  0.1324  -1.2817  3.4564
H  0.6701  -0.3511  3.6787
H  -0.3960  -1.6136  4.3597
H  0.8729  -2.0404  3.1756
C  -0.8014  0.8536  -3.6350
H  -0.5355  1.4480  -4.5176
H  -0.8183  -0.2138  -3.8900
H  -1.8062  1.1328  -3.3014
C  0.4774  3.0013  -2.1411
H  1.2723  3.2782  -1.4369
H  0.6817  3.4502  -3.1221
H  -0.4694  3.3863  -1.7460
C  2.0446  0.7125  -2.9605
H  2.0886  -0.3614  -3.1816
H  2.2484  1.2729  -3.8816
H  2.8305  0.9309  -2.2258
H  0.4523  -2.9490  -2.3830
H  -0.0060  -3.6570  -0.9410
H  -2.2417  -4.0054  -1.6390
H  -1.7025  -3.0865  -3.3614
B  -1.7532  -3.0146  -2.1480
N  -0.2192  -2.9121  -1.6199
H  -2.1416  -0.1790  -0.7733
H  -0.2592  1.7440  0.8028
C  3.5355  -1.1713  2.0123
C  3.9374  0.2597  1.6436
C  2.6459  0.8104  1.0503
O  1.8996  -0.3137  0.5143
C  2.5788  -1.5282  0.8886
H  4.3769  -1.8604  2.0781
H  3.0480  -1.1391  2.9980
H  4.7367  0.2311  0.8939
H  4.2835  0.8519  2.4923
H  2.0394  1.2618  1.8469
H  2.8049  1.5643  0.2693
H  3.1408  -1.8645  0.0063
H  1.8491  -2.3120  1.1350